# 1
DFT (the ωB97M-V functional and the def2-TZVPD basis) results for a structure of composition C22H26BBrCuI2N2O4.

The value obtained for the total energy is -6099.247596 hartree. As for the molecular weight: 790.53 g mol⁻¹. Its multiplicity is 2. As for the LUMO energy (spin up / spin down): -0.45 / -2.07 eV. The HOMO-LUMO gap (spin up / spin down) comes out at 7.580 / 6.258 eV. The calculation puts the HOMO energy (spin up / spin down) at -0.295 / -0.306 Ha.

Element x y z (Å)
H1 6.711 -3.140 2.292
H2 -1.987 2.320 2.101
C1 4.737 -2.663 1.477
C2 1.538 1.413 -3.448
C3 3.571 0.508 -4.251
C4 5.165 -2.692 3.814
C5 -4.876 3.121 -0.639
C6 1.171 -0.152 1.599
C7 2.679 1.599 -4.216
H3 1.353 1.292 -0.309
H4 2.859 2.447 -4.874
H5 3.678 -1.971 5.119
Br1 -0.934 -0.398 3.585
H6 -3.668 0.291 2.224
H7 -5.524 2.982 0.169
Cu1 -1.246 -1.643 0.521
C8 1.312 0.247 -2.709
C9 -4.054 1.889 -0.869
C10 3.406 -2.347 1.711
H8 -4.241 3.984 -0.348
H9 -4.138 -0.463 0.741
H10 -2.144 3.319 0.639
N1 0.334 -0.263 0.586
H11 1.424 -2.064 4.426
O1 2.156 -1.823 -1.897
C11 0.113 0.223 -1.802
H12 -5.318 1.114 -2.432
O2 -2.160 0.767 -0.207
C12 0.878 -0.832 2.867
C13 3.035 -2.032 3.053
C14 3.427 -0.616 -3.546
B1 -1.951 1.304 -1.445
C15 2.236 -0.776 -2.792
H13 -4.534 -0.155 -1.592
H14 -5.124 0.792 1.348
H15 4.410 0.662 -4.895
C16 -4.968 0.792 -1.477
C17 5.665 -2.818 2.498
N2 0.660 0.570 -0.469
H16 2.741 -2.116 0.888
H17 0.956 2.277 -3.339
H18 5.047 -2.643 0.456
H19 -5.516 3.450 -1.478
O3 -0.857 1.148 -2.277
H20 5.751 -2.807 4.726
H21 -0.338 -0.763 -1.741
C18 1.695 -1.679 3.488
O4 -3.013 2.056 -1.889
C19 3.955 -2.224 4.061
H22 -3.472 3.192 1.743
C20 -2.702 2.593 1.293
I1 -1.437 -3.599 -1.201
H23 1.256 -2.120 -1.817
C21 -4.106 0.488 1.269
H24 1.975 0.575 1.382
C22 -3.287 1.454 0.456
I2 -2.608 -3.255 1.851
H25 -5.863 0.637 -0.861
H26 4.173 -1.454 -3.563

Atomic partial charges in e from the Mulliken method, atoms 1 to 8: 0.34 0.25 -0.48 -0.84 -0.22 -0.34 -1.79 -0.87



# 2
DFT (the ωB97M-V functional and the def2-TZVPD basis) results for a structure of composition C4H10N2S.

The value obtained for the total energy is -665.954265 hartree. As for the molecular weight: 118.20 g mol⁻¹. Its multiplicity is 1. As for the LUMO energy: 0.68 eV. The energy above the lowest of the compared OMol25 structures with the same formula, charge and spin comes out at 93.3 kcal/mol. The HOMO-LUMO gap comes out at 9.699 eV. The calculation puts the HOMO energy at -0.331 Ha.

Element x y z (Å)
H1 3.145 0.696 -0.921
N1 -1.640 1.347 -0.360
N2 -0.995 -0.891 -0.175
H2 0.467 -1.750 -0.945
H3 0.743 1.287 0.031
H4 -3.024 -0.027 1.753
C1 -3.234 -0.134 0.531
C2 -1.872 0.120 -0.150
H5 -3.948 -1.317 0.509
H6 -0.555 1.833 -0.445
C3 1.096 0.107 0.239
S1 2.951 0.062 0.285
C4 0.396 -0.691 -0.750
H7 -3.921 0.682 0.125
H8 -1.341 -1.757 0.004
H9 0.347 -0.016 -1.565
H10 1.016 -0.232 1.421

Atomic partial charges in e from the Mulliken method, atoms 1 to 8: 0.11 -0.76 -0.21 0.38 0.08 0.21 -0.88 0.79